Entry 1:
110
Properties=species:S:1:pos:R:3 method="wB97M-V/def2-TZVPD" total_charge=+1 e_above_lowest_kcal_mol=0.0 gap_ev=10.47
N -0.360 -0.683 -0.784
H 0.188 -1.387 -1.189
H -0.767 -0.156 -1.619
H 0.191 -0.121 -0.178
H -1.153 -1.000 -0.277
C -5.377 -4.304 2.613
C -5.178 -2.907 3.151
C -4.481 -1.957 2.037
S -3.573 -3.097 1.010
O -2.181 -2.887 1.212
O -4.169 -3.058 -0.265
C -4.010 -4.615 1.873
H -6.286 -4.294 2.086
H -5.601 -5.076 3.521
H -4.841 -2.853 4.033
H -6.176 -2.603 3.417
H -3.775 -1.285 2.609
H -5.327 -1.545 1.384
H -3.025 -4.596 2.537
H -3.968 -5.474 1.291
C 0.346 3.010 3.251
C -0.855 3.204 4.081
C -1.766 1.949 3.660
S -1.537 1.744 1.942
O -2.439 2.519 1.106
O -1.205 0.318 1.711
C -0.019 2.531 1.800
H 0.775 2.208 3.770
H 1.142 3.873 3.321
H -1.406 4.123 3.678
H -0.506 3.410 4.964
H -2.904 2.152 3.895
H -1.285 1.144 4.268
H -0.176 3.397 1.243
H 0.784 1.856 1.452
C -4.380 1.721 -3.769
C -4.553 0.337 -4.396
C -4.366 -0.689 -3.283
S -4.427 0.132 -1.697
O -3.058 0.169 -1.208
O -5.460 -0.329 -0.875
C -4.818 1.696 -2.325
H -4.844 2.522 -4.247
H -3.393 1.967 -3.576
H -3.858 -0.071 -5.271
H -5.567 0.194 -4.742
H -3.510 -1.370 -3.145
H -5.187 -1.167 -3.524
H -4.336 2.293 -1.727
H -5.926 1.687 -2.149
C 5.181 -3.395 -2.813
C 3.640 -3.070 -2.822
C 3.034 -3.580 -1.483
S 4.359 -3.543 -0.329
O 4.262 -4.679 0.502
O 4.469 -2.292 0.269
C 5.690 -3.713 -1.433
H 5.607 -2.403 -3.050
H 5.493 -4.177 -3.599
H 3.293 -3.698 -3.663
H 3.494 -1.973 -2.794
H 2.607 -4.700 -1.632
H 2.363 -2.947 -1.066
H 6.048 -4.606 -1.308
H 6.620 -3.078 -1.131
C 4.829 2.956 -1.158
C 5.728 1.772 -1.257
C 5.039 0.695 -2.111
S 3.262 1.144 -2.095
O 2.505 0.030 -1.558
O 2.829 1.852 -3.153
C 3.484 2.281 -0.838
H 4.828 3.488 -2.229
H 5.274 3.713 -0.469
H 6.009 1.129 -0.274
H 6.693 2.045 -1.668
H 5.169 -0.212 -1.696
H 5.173 0.890 -3.230
H 3.461 1.783 0.307
H 2.448 2.842 -0.794
C 2.464 -3.754 3.756
C 1.183 -4.101 4.246
C 0.118 -3.200 3.342
S 1.086 -1.729 3.033
O 0.576 -0.598 3.812
O 1.221 -1.589 1.582
C 2.604 -2.243 3.729
H 2.672 -4.059 2.778
H 3.340 -4.200 4.409
H 0.928 -3.704 5.248
H 0.904 -5.219 4.037
H -0.875 -2.641 3.470
H -0.012 -3.702 2.359
H 2.713 -1.688 4.700
H 3.341 -1.898 3.100
C -0.998 5.970 -1.427
C 0.063 6.362 -2.380
C 0.742 5.005 -2.653
S -0.467 3.674 -2.535
O 0.244 2.641 -1.782
O -0.828 3.327 -3.939
C -1.658 4.641 -1.568
H -1.699 6.806 -1.211
H -0.414 5.919 -0.409
H 0.792 7.041 -2.079
H -0.513 6.845 -3.320
H 1.404 4.828 -2.003
H 1.183 5.282 -3.664
H -1.750 4.103 -0.661
H -2.650 4.693 -2.065

***

Entry 2:
100
Properties=species:S:1:pos:R:3 method="wB97M-V/def2-TZVPD" total_charge=+1 e_above_lowest_kcal_mol=0.0 gap_ev=4.57
C -2.668 -4.741 0.731
C -2.102 -3.575 -0.101
C -2.717 -3.783 -1.483
N -2.566 -2.593 -2.469
C -3.767 -2.726 -3.421
C -3.582 -1.814 -4.626
C -2.247 -2.114 -5.336
C -1.090 -1.828 -4.389
C -1.166 -2.667 -3.121
C -2.633 -1.279 -1.749
H -3.719 -4.699 1.023
H -2.234 -4.796 1.739
H -2.358 -5.726 0.377
H -1.024 -3.686 -0.189
H -2.478 -2.750 0.502
H -3.798 -3.883 -1.438
H -2.164 -4.577 -1.977
H -3.814 -3.786 -3.676
H -4.691 -2.577 -2.862
H -4.314 -2.047 -5.403
H -3.734 -0.783 -4.310
H -2.251 -3.188 -5.536
H -2.150 -1.537 -6.252
H -0.248 -2.207 -4.979
H -0.824 -0.776 -4.285
H -1.013 -3.701 -3.420
H -0.502 -2.283 -2.350
H -1.863 -1.006 -1.035
H -3.628 -1.236 -1.301
H -2.618 -0.522 -2.531
C -5.975 1.711 3.652
C -4.900 0.715 4.029
C -3.620 1.323 4.597
N -2.528 0.326 4.973
C -1.964 -0.513 3.857
C -1.342 0.315 2.728
C -0.240 1.247 3.184
C -0.709 2.028 4.429
C -1.364 1.175 5.489
C -2.943 -0.567 6.117
H -5.900 2.532 4.373
H -7.017 1.410 3.760
H -5.920 2.102 2.638
H -4.596 0.201 3.111
H -5.182 -0.075 4.728
H -3.770 1.850 5.540
H -3.206 2.022 3.875
H -2.692 -1.107 3.304
H -1.266 -1.195 4.342
H -2.158 0.873 2.263
H -0.966 -0.389 1.984
H 0.047 1.940 2.394
H 0.704 0.770 3.460
H -1.266 2.876 4.022
H 0.155 2.515 4.887
H -1.595 1.732 6.395
H -0.640 0.418 5.804
H -3.385 0.069 6.878
H -2.080 -1.146 6.432
H -3.683 -1.243 5.694
C 5.832 0.487 -4.147
C 5.949 1.187 -2.793
C 4.555 1.526 -2.295
N 4.480 2.644 -1.250
C 3.021 3.081 -1.085
C 2.730 3.710 0.269
C 3.308 3.009 1.498
C 4.797 2.827 1.308
C 5.109 2.069 0.041
C 5.191 3.924 -1.591
H 5.407 -0.518 -4.114
H 6.815 0.373 -4.604
H 5.216 1.054 -4.846
H 6.705 1.977 -2.794
H 6.384 0.530 -2.029
H 3.969 0.672 -1.966
H 4.121 2.094 -3.124
H 2.473 2.136 -1.157
H 2.674 3.620 -1.964
H 1.645 3.689 0.392
H 3.030 4.759 0.199
H 2.815 2.037 1.594
H 3.184 3.496 2.465
H 5.240 2.298 2.154
H 5.281 3.808 1.356
H 4.646 1.079 0.062
H 6.121 1.890 -0.315
H 6.238 3.995 -1.302
H 4.720 4.733 -1.043
H 5.119 4.009 -2.674
B 0.758 -0.231 -0.747
F 1.084 0.037 -2.095
F 1.875 0.056 0.054
F -0.304 0.600 -0.349
F 0.450 -1.586 -0.679
O 2.787 -1.328 -3.492
C 2.768 -2.687 -3.706
O 3.417 -3.216 -4.641
O 2.139 -3.480 -2.947
H 2.210 -1.387 -2.712

***

Entry 3:
104
Properties=species:S:1:pos:R:3 method="wB97M-V/def2-TZVPD" gap_ev=8.94
C -3.725 5.194 1.416
C -3.085 3.856 0.928
C -3.156 3.633 -0.568
C -4.531 3.912 -1.025
N -5.540 4.107 -1.535
H -4.846 5.197 1.309
H -3.278 6.037 0.848
H -3.453 5.335 2.457
H -3.461 3.020 1.495
H -2.036 3.798 1.194
H -2.771 2.637 -0.927
H -2.631 4.474 -1.056
C -6.637 0.904 -2.986
C -7.537 1.505 -1.972
C -6.960 1.560 -0.538
C -5.942 0.434 -0.334
N -5.053 -0.348 -0.315
H -6.306 -0.146 -2.827
H -5.727 1.521 -3.074
H -7.141 0.784 -3.997
H -8.563 1.118 -2.077
H -7.782 2.581 -2.250
H -7.711 1.497 0.259
H -6.284 2.380 -0.460
C 7.162 -1.153 3.346
C 6.399 -0.959 2.026
C 4.909 -1.372 2.179
C 4.114 -0.363 2.911
N 3.545 0.561 3.344
H 7.209 -2.220 3.621
H 6.625 -0.639 4.135
H 8.204 -0.897 3.224
H 6.752 -1.677 1.278
H 6.353 0.064 1.633
H 5.002 -2.306 2.756
H 4.466 -1.453 1.194
C -2.538 -0.527 2.986
S -1.242 0.521 3.661
O -0.541 -0.252 4.714
C -0.236 0.578 2.135
H -3.303 -0.631 3.798
H -2.133 -1.507 2.778
H -2.947 -0.168 2.036
H 0.038 -0.438 1.896
H 0.703 1.095 2.276
H -0.779 0.971 1.306
C 2.988 4.674 -0.782
S 3.714 2.990 -0.950
O 5.092 3.063 -0.267
C 2.512 2.221 0.211
H 2.988 4.935 0.290
H 1.971 4.645 -1.109
H 3.578 5.367 -1.354
H 2.606 2.587 1.224
H 2.538 1.110 0.240
H 1.454 2.399 -0.045
C 2.522 -0.859 6.134
C 2.832 -2.114 5.415
O 3.810 -2.810 5.657
N 1.917 -2.473 4.459
C 2.061 -3.807 3.915
H 1.630 -0.430 5.650
H 3.395 -0.199 5.987
H 2.390 -1.093 7.194
H 0.980 -2.103 4.643
H 2.136 -4.598 4.636
H 3.011 -3.857 3.365
H 1.184 -3.871 3.265
C 6.269 -0.329 -1.739
C 4.765 -0.504 -1.731
O 4.166 -0.484 -0.640
N 4.173 -0.564 -2.923
C 2.764 -0.659 -3.054
H 6.800 -1.142 -1.318
H 6.522 0.462 -1.039
H 6.738 -0.090 -2.702
H 4.690 -0.333 -3.735
H 2.338 0.021 -2.369
H 2.349 -1.701 -2.866
H 2.536 -0.251 -4.058
C -2.863 -3.437 -6.166
C -2.342 -3.479 -4.677
O -1.315 -2.876 -4.301
N -3.027 -4.235 -3.826
C -2.682 -4.372 -2.464
H -2.162 -2.839 -6.744
H -3.858 -2.911 -6.158
H -2.909 -4.399 -6.688
H -3.897 -4.550 -4.181
H -1.594 -4.399 -2.368
H -3.080 -5.302 -2.065
H -3.088 -3.547 -1.770
C -2.246 0.411 -2.972
C -1.414 0.006 -1.787
O -1.242 0.840 -0.853
N -0.816 -1.200 -1.709
C 0.232 -1.497 -0.670
H -3.269 0.399 -2.589
H -2.009 -0.053 -3.893
H -1.987 1.472 -3.187
H -0.819 -1.781 -2.554
H 0.759 -0.593 -0.452
H 0.843 -2.242 -1.006
H -0.238 -1.840 0.275